Entry from the Open Molecules 2025 dataset: the molecule C10H10OP2 (ωB97M-V with the def2-TZVPD basis set).

Multiplicity: 1
Highest occupied orbital energy (spin up / spin down): -0.336 / -0.282 hartree

Bonds (Å) are listed after each position.
Cartesian coordinates (Å):
1 P -3.044 -0.577 -2.181  P2 2.215, H14 1.312
2 P -2.364 0.483 -0.359  P1 2.215, O3 1.449, C11 1.928, C12 1.840
3 O -2.546 1.914 -0.497  P2 1.449
4 C 0.512 0.473 -0.272  C10 1.434, C11 1.438, C13 1.409
5 C -2.304 -0.870 1.983  C6 1.508, C12 1.332, H18 1.134
6 C -0.846 -0.808 1.603  C5 1.508, C11 1.463, H16 1.109, H22 1.227
7 C 2.906 0.814 -0.510  C9 1.322, C10 1.411, H15 1.128
8 C 1.470 1.258 -2.349  C9 1.355, C13 1.400, H20 1.066
9 C 2.691 1.140 -1.772  C7 1.322, C8 1.355, H23 1.078
10 C 1.807 0.555 0.338  C4 1.434, C7 1.411, H21 1.132
11 C -0.664 0.084 0.458  P2 1.928, C4 1.438, C6 1.463
12 C -3.123 -0.499 1.000  P2 1.840, C5 1.332, H19 1.095
13 C 0.337 0.956 -1.584  C4 1.409, C8 1.400, H17 1.085
14 H -3.285 -1.651 -1.467  P1 1.312
15 H 3.951 0.798 -0.085  C7 1.128
16 H -0.241 -0.309 2.387  C6 1.109
17 H -0.673 0.933 -1.982  C13 1.085
18 H -2.517 -1.436 2.942  C5 1.134
19 H -4.196 -0.455 1.219  C12 1.095
20 H 1.367 1.552 -3.368  C8 1.066
21 H 2.166 0.272 1.373  C10 1.132
22 H -0.516 -1.988 1.673  C6 1.227
23 H 3.524 1.349 -2.423  C9 1.078

natural (NBO) atomic charge list, values in e, 6 entries: P 0.11; P 1.52; O -1.08; C -0.12; C -0.11; C -0.53


Entry from the Open Molecules 2025 dataset: a 2-piece molecular cluster, C22H29F9I2O6S2 overall (ωB97M-V with the def2-TZVPD basis set).

Multiplicity: 1
SMILES: COCCCC[C@@H]1CC[C@@](CCC(F)(F)C(F)(F)S(F)(F)(F)(F)F)([C@H](I)[C@@H](C)I)S(=O)(=O)O1.O=C1C=CC(=O)C=C1
Highest occupied orbital energy: -0.354 hartree

Bonds (Å) are listed after each position.
Cartesian coordinates (Å):
1 I -5.341 3.907 1.647  C29 2.205
2 I -1.987 4.581 -0.666  C26 2.188
3 S -1.636 1.491 -2.308  O14 1.514, O16 1.661, O17 1.512, C33 1.857
4 S -5.015 -3.476 -0.168  F5 1.679, F8 1.653, F10 1.684, F11 1.644, F12 1.647, C32 1.861
5 F -5.295 -4.824 -1.129  S4 1.679
6 F -3.741 -2.302 -2.207  C32 1.411
7 F -6.467 -0.630 -0.516  C30 1.396
8 F -4.907 -4.508 1.119  S4 1.653
9 F -5.765 -3.093 -2.688  C32 1.411
10 F -3.364 -3.725 -0.386  S4 1.684
11 F -6.632 -3.382 0.107  S4 1.644
12 F -4.625 -2.251 0.861  S4 1.647
13 F -6.433 -0.753 -2.754  C30 1.430
14 O -1.570 0.089 -2.876  S3 1.514
15 O 3.079 -1.485 5.994  C24 1.215
16 O -0.146 2.223 -2.349  S3 1.661, C20 1.453
17 O -2.541 2.300 -3.209  S3 1.512
18 O 4.832 0.226 -1.222  C28 1.441, C35 1.444
19 O 6.936 -1.446 2.359  C41 1.216
20 C 0.761 1.708 -1.337  O16 1.453, C21 1.602, C25 1.616, H62 1.146
21 C 0.183 1.750 0.156  C20 1.602, C22 1.594, H42 1.147, H50 1.136
22 C -1.168 0.932 0.369  C21 1.594, C33 1.624, H45 1.145, H49 1.132
23 C 3.909 -2.355 3.973  C24 1.479, C39 1.333, H51 1.083
24 C 3.964 -1.476 5.161  O15 1.215, C23 1.479, C34 1.479
25 C 1.392 0.272 -1.724  C20 1.616, C37 1.590, H60 1.148, H63 1.131
26 C -3.079 2.763 -0.127  I2 2.188, C29 1.599, C33 1.607, H58 1.144
27 C -3.481 0.250 -0.515  C33 1.596, C40 1.589, H46 1.144, H47 1.146
28 C 5.823 -0.512 -0.482  O18 1.441, H56 1.134, H59 1.140, H68 1.139
29 C -3.452 2.791 1.428  I1 2.205, C26 1.599, C31 1.609, H48 1.130
30 C -5.627 -0.939 -1.587  F7 1.396, F13 1.430, C32 1.576, C40 1.611
31 C -2.362 3.523 2.358  C29 1.609, H44 1.146, H65 1.131, H67 1.129
32 C -5.049 -2.402 -1.687  S4 1.861, F6 1.411, F9 1.411, C30 1.576
33 C -2.378 1.400 -0.609  S3 1.857, C22 1.624, C26 1.607, C27 1.596
34 C 5.137 -0.586 5.296  C24 1.479, C38 1.333, H66 1.083
35 C 4.822 -0.122 -2.624  O18 1.444, C36 1.585, H54 1.143, H57 1.146
36 C 3.423 -0.634 -3.166  C35 1.585, C37 1.606, H43 1.135, H70 1.140
37 C 2.239 0.445 -3.059  C25 1.590, C36 1.606, H55 1.147, H64 1.145
38 C 6.106 -0.575 4.381  C34 1.333, C41 1.479, H52 1.083
39 C 4.878 -2.345 3.058  C23 1.333, C41 1.479, H61 1.083
40 C -4.537 0.241 -1.703  C27 1.589, C30 1.611, H53 1.129, H69 1.145
41 C 6.051 -1.454 3.193  O19 1.216, C38 1.479, C39 1.479
42 H 0.977 1.231 0.801  C21 1.147
43 H 3.077 -1.566 -2.618  C36 1.135
44 H -2.448 3.069 3.407  C31 1.146
45 H -0.921 -0.166 0.156  C22 1.145
46 H -4.080 0.288 0.459  C27 1.144
47 H -2.908 -0.741 -0.462  C27 1.146
48 H -3.635 1.777 1.892  C29 1.130
49 H -1.445 0.992 1.465  C22 1.132
50 H 0.149 2.822 0.529  C21 1.136
51 H 3.043 -3.001 3.891  C23 1.083
52 H 6.972 0.070 4.463  C38 1.083
53 H -4.100 0.194 -2.743  C40 1.129
54 H 5.251 0.766 -3.203  C35 1.143
55 H 2.738 1.476 -3.112  C37 1.147
56 H 5.463 -1.561 -0.246  C28 1.134
57 H 5.573 -0.973 -2.777  C35 1.146
58 H -4.066 2.824 -0.704  C26 1.144
59 H 6.813 -0.606 -1.039  C28 1.140
60 H 2.137 -0.020 -0.900  C25 1.148
61 H 4.852 -2.981 2.182  C39 1.083
62 H 1.661 2.418 -1.334  C20 1.146
63 H 0.620 -0.554 -1.752  C25 1.131
64 H 1.602 0.301 -4.000  C37 1.145
65 H -1.299 3.342 2.018  C31 1.131
66 H 5.162 0.051 6.172  C34 1.083
67 H -2.555 4.629 2.472  C31 1.129
68 H 6.004 0.050 0.493  C28 1.139
69 H -5.155 1.201 -1.618  C40 1.145
70 H 3.584 -0.942 -4.252  C36 1.140

natural (NBO) atomic charge list, values in e, 6 entries: I 0.10; I 0.16; S 2.23; S 2.29; F -0.45; F -0.29


Entry from the Open Molecules 2025 dataset: a 4-piece molecular cluster, C7H17IN3O9P2 overall (ωB97M-V with the def2-TZVPD basis set).

Charge: -1
Multiplicity: 1
Highest occupied orbital energy: -0.180 hartree

Bonds (Å) are listed after each position.
Cartesian coordinates (Å):
1 I 0.959 -1.773 -1.586  P2 2.471
2 P 0.675 0.478 -0.607  I1 2.471, O6 1.631, C18 1.856
3 P -1.082 -1.046 2.659  O9 1.765, O12 1.766, C20 1.881, H23 1.433, H33 1.446, H38 1.436
4 O -0.707 1.435 -4.231  N13 1.210
5 O 1.490 -6.375 1.415  N15 1.210
6 O -0.938 0.719 -0.645  P2 1.631, H37 0.976
7 O -0.093 -7.814 1.651  N15 1.216
8 O 0.894 3.959 -1.074  N14 1.211
9 O -1.143 0.687 2.327  P3 1.765, C17 1.386
10 O 0.479 3.236 -4.302  N13 1.217
11 O 1.301 5.371 0.509  N14 1.214
12 O 0.171 -1.117 1.417  P3 1.766, C18 1.398
13 N -0.468 2.578 -3.914  O4 1.210, O10 1.217, C19 1.489
14 N 1.169 5.061 -0.657  O8 1.211, O11 1.214, C16 1.491
15 N 0.524 -6.983 1.013  O5 1.210, O7 1.216, C22 1.488
16 C 1.372 6.120 -1.687  N14 1.491, H29 1.085, H31 1.086, H35 1.083
17 C 0.149 1.121 2.080  O9 1.386, C18 1.535, H25 1.093, H27 1.103
18 C 0.856 0.082 1.198  P2 1.856, O12 1.398, C17 1.535, H28 1.096
19 C -1.437 3.219 -2.984  N13 1.489, H24 1.082, H26 1.086, H32 1.088
20 C -0.723 -2.861 2.997  P3 1.881, C21 1.210
21 C -0.219 -3.948 3.162  C20 1.210, H34 1.064
22 C 0.055 -6.695 -0.370  N15 1.488, H30 1.087, H36 1.083, H39 1.086
23 H -2.195 -1.004 3.560  P3 1.433
24 H -1.108 4.234 -2.803  C19 1.082
25 H 0.186 2.146 1.703  C17 1.093
26 H -2.406 3.193 -3.474  C19 1.086
27 H 0.719 1.147 3.024  C17 1.103
28 H 1.926 -0.044 1.397  C18 1.096
29 H 2.177 5.787 -2.334  C16 1.085
30 H -0.212 -5.643 -0.430  C22 1.087
31 H 0.450 6.203 -2.253  C16 1.086
32 H -1.448 2.632 -2.067  C19 1.088
33 H -1.994 -1.363 1.583  P3 1.446
34 H 0.484 -4.746 3.103  C21 1.064
35 H 1.616 7.046 -1.180  C16 1.083
36 H -0.801 -7.332 -0.556  C22 1.083
37 H -1.425 -0.034 -0.258  O6 0.976
38 H -0.129 -0.750 3.692  P3 1.436
39 H 0.875 -6.916 -1.046  C22 1.086

natural (NBO) atomic charge list, values in e, 6 entries: I -0.24; P 0.96; P 1.14; O -0.36; O -0.37; O -1.02


Entry from the Open Molecules 2025 dataset: the molecule C6H12O (ωB97M-V with the def2-TZVPD basis set).

Multiplicity: 1
SMILES: CC[C@H]1C[C@]1(C)O
Highest occupied orbital energy: -0.327 hartree

Bonds (Å) are listed after each position.
Cartesian coordinates (Å):
1 O 2.009 -1.416 0.925  C3 1.421, H9 0.954
2 C -1.441 0.467 -0.435  C4 1.556, C7 1.527, H11 1.116, H12 1.097
3 C 1.096 -0.795 0.031  O1 1.421, C4 1.680, C5 1.488, C6 1.543
4 C -0.583 -0.748 0.021  C2 1.556, C3 1.680, C5 1.499, H19 1.098
5 C 0.251 -1.531 -0.948  C3 1.488, C4 1.499, H16 1.093, H17 1.090
6 C 1.796 0.564 -0.184  C3 1.543, H10 1.108, H15 1.088, H18 1.102
7 C -1.593 1.466 0.710  C2 1.527, H8 1.097, H13 1.095, H14 1.093
8 H -2.145 1.019 1.545  C7 1.097
9 H 1.653 -2.015 1.577  O1 0.954
10 H 2.873 0.577 -0.446  C6 1.108
11 H -2.466 0.216 -0.799  C2 1.116
12 H -0.974 0.954 -1.300  C2 1.097
13 H -2.122 2.378 0.415  C7 1.095
14 H -0.603 1.745 1.081  C7 1.093
15 H 1.291 1.169 -0.934  C6 1.088
16 H 0.153 -1.240 -1.996  C5 1.093
17 H 0.167 -2.611 -0.830  C5 1.090
18 H 1.757 1.111 0.771  C6 1.102
19 H -1.120 -1.310 0.796  C4 1.098

natural (NBO) atomic charge list, values in e, 6 entries: O -0.72; C -0.41; C 0.28; C -0.24; C -0.47; C -0.63


Entry from the Open Molecules 2025 dataset: a 9-piece molecular cluster, C23H64O9 overall (ωB97M-V with the def2-TZVPD basis set).

Charge: +1
Multiplicity: 2
Highest occupied orbital energy (spin up / spin down): -0.443 / -0.443 hartree

Bonds (Å) are listed after each position.
Cartesian coordinates (Å):
1 O 1.053 -5.298 1.383  C14 1.457, H84 0.960
2 O 2.777 -3.553 -4.032  C24 1.408, H48 0.960
3 O -1.244 0.639 0.417  C18 1.363, H45 0.960
4 O 4.051 5.152 -1.362  C21 1.379, H67 0.960
5 O -2.009 -3.764 -4.150  C31 1.348, H65 0.960
6 O -3.805 -3.264 2.520  C29 1.421, H60 0.960
7 O -2.711 3.851 -1.190  C13 1.431, H58 0.960
8 O 4.312 0.510 2.627  C10 1.352, H73 0.960
9 O -0.426 3.221 0.940  C11 1.426, H69 0.960
10 C 2.980 0.491 2.401  O8 1.352, C30 1.547, H33 1.090, H79 1.090
11 C -0.607 3.230 2.354  O9 1.426, C26 1.560, C27 1.505, H92 1.090
12 C -4.873 -1.862 0.954  C29 1.566, H63 1.090, H70 1.090, H81 1.090
13 C -3.880 4.089 -0.400  O7 1.431, C28 1.521, H57 1.090, H91 1.090
14 C -0.108 -4.969 0.567  O1 1.457, C23 1.540, H61 1.090, H88 1.090
15 C 0.735 0.682 -0.944  C18 1.529, H43 1.090, H44 1.090, H66 1.090
16 C -0.887 -1.289 -0.787  C18 1.494, H78 1.090, H80 1.090, H89 1.090
17 C 3.120 -1.189 -4.009  C24 1.496, H36 1.090, H37 1.090, H47 1.090
18 C -0.243 -0.132 -0.096  O3 1.363, C15 1.529, C16 1.494, H95 1.090
19 C -2.627 -5.631 -3.245  C31 1.484, H41 1.090, H52 1.090, H75 1.090
20 C 4.012 2.972 -0.486  C21 1.432, H40 1.090, H71 1.090, H94 1.090
21 C 4.778 4.007 -1.113  O4 1.379, C20 1.432, C22 1.560, H62 1.090
22 C 5.389 3.496 -2.453  C21 1.560, H49 1.090, H59 1.090, H83 1.090
23 C -1.240 -4.434 1.464  C14 1.540, H54 1.090, H82 1.090, H86 1.090
24 C 2.472 -2.363 -3.346  O2 1.408, C17 1.496, C25 1.515, H93 1.090
25 C 2.917 -2.530 -1.908  C24 1.515, H55 1.090, H64 1.090, H85 1.090
26 C 0.645 3.724 3.144  C11 1.560, H34 1.090, H42 1.090, H77 1.090
27 C -1.924 3.790 2.821  C11 1.505, H35 1.090, H56 1.090, H96 1.090
28 C -4.246 5.563 -0.494  C13 1.521, H38 1.090, H39 1.090, H68 1.090
29 C -4.289 -1.933 2.406  O6 1.421, C12 1.566, C32 1.530, H51 1.090
30 C 2.244 0.693 3.746  C10 1.547, H76 1.090, H87 1.090, H90 1.090
31 C -1.903 -4.369 -2.950  O5 1.348, C19 1.484, H46 1.090, H74 1.090
32 C -3.143 -0.959 2.686  C29 1.530, H50 1.090, H53 1.090, H72 1.090
33 H 2.471 1.069 1.630  C10 1.090
34 H 1.588 3.197 2.997  C26 1.090
35 H -2.275 4.652 2.253  C27 1.090
36 H 4.196 -1.275 -4.165  C17 1.090
37 H 2.688 -0.905 -4.969  C17 1.090
38 H -4.522 5.700 -1.540  C28 1.090
39 H -5.091 5.813 0.149  C28 1.090
40 H 4.480 1.989 -0.435  C20 1.090
41 H -2.436 -6.340 -2.440  C19 1.090
42 H 0.405 3.809 4.204  C26 1.090
43 H 1.196 1.446 -0.318  C15 1.090
44 H 1.533 0.085 -1.385  C15 1.090
45 H -0.988 1.539 0.632  O3 0.960
46 H -0.820 -4.473 -2.872  C31 1.090
47 H 3.052 -0.275 -3.419  C17 1.090
48 H 3.683 -3.800 -3.836  O2 0.960
49 H 6.467 3.350 -2.375  C22 1.090
50 H -2.857 -0.936 3.737  C32 1.090
51 H -5.041 -1.829 3.188  C29 1.090
52 H -3.713 -5.555 -3.306  C19 1.090
53 H -3.475 0.079 2.670  C32 1.090
54 H -2.209 -4.564 0.982  C23 1.090
55 H 3.996 -2.658 -1.827  C25 1.090
56 H -1.849 4.138 3.851  C27 1.090
57 H -4.574 3.536 -1.033  C13 1.090
58 H -2.255 3.051 -0.917  O7 0.960
59 H 5.048 2.521 -2.799  C22 1.090
60 H -3.739 -3.356 3.473  O6 0.960
61 H 0.265 -4.395 -0.281  C14 1.090
62 H 5.561 4.159 -0.370  C21 1.090
63 H -5.604 -2.647 0.757  C12 1.090
64 H 2.555 -1.682 -1.325  C25 1.090
65 H -1.150 -3.786 -4.578  O5 0.960
66 H 0.269 1.276 -1.731  C15 1.090
67 H 3.530 5.257 -0.562  O4 0.960
68 H -3.387 6.199 -0.284  C28 1.090
69 H -0.475 4.147 0.689  O9 0.960
70 H -5.354 -0.897 0.796  C12 1.090
71 H 3.014 2.762 -0.869  C20 1.090
72 H -2.221 -1.171 2.145  C32 1.090
73 H 4.483 1.334 3.091  O8 0.960
74 H -2.278 -3.799 -2.100  C31 1.090
75 H -2.239 -6.132 -4.132  C19 1.090
76 H 1.216 0.955 3.497  C30 1.090
77 H 0.938 4.648 2.645  C26 1.090
78 H -1.492 -1.890 -0.108  C16 1.090
79 H 2.869 -0.527 2.027  C10 1.090
80 H -1.560 -1.053 -1.612  C16 1.090
81 H -4.122 -2.120 0.207  C12 1.090
82 H -1.346 -3.409 1.821  C23 1.090
83 H 5.264 4.155 -3.313  C22 1.090
84 H 1.368 -4.469 1.749  O1 0.960
85 H 2.343 -3.382 -1.543  C25 1.090
86 H -1.428 -5.002 2.375  C23 1.090
87 H 2.642 1.572 4.253  C30 1.090
88 H -0.417 -5.929 0.154  C14 1.090
89 H -0.131 -1.881 -1.302  C16 1.090
90 H 2.377 -0.207 4.348  C30 1.090
91 H -3.784 3.672 0.603  C13 1.090
92 H -0.702 2.173 2.601  C11 1.090
93 H 1.395 -2.204 -3.290  C24 1.090
94 H 3.830 3.204 0.564  C20 1.090
95 H 0.228 -0.578 0.780  C18 1.090
96 H -2.737 3.075 2.701  C27 1.090

Mulliken atomic charge list, values in e, 6 entries: O -0.56; O -0.57; O 0.22; O -0.56; O -0.57; O -0.50


Entry from the Open Molecules 2025 dataset: an isolated ion of composition C3H10NOS and charge +1 (ωB97M-V with the def2-TZVPD basis set).

Charge: +1
Multiplicity: 1
SMILES: [NH3+][C@H](CO)CS
Highest occupied orbital energy: -0.493 hartree

Bonds (Å) are listed after each position.
Cartesian coordinates (Å):
1 S 0.700 -2.234 -0.235  C4 1.831, H13 1.334
2 O -0.541 2.577 0.751  C5 1.408, H7 0.963
3 N -1.075 0.009 0.934  C6 1.506, H9 1.026, H14 1.028, H15 1.031
4 C 0.395 -0.588 -0.977  S1 1.831, C6 1.523, H11 1.090, H12 1.082
5 C -0.200 1.826 -0.390  O2 1.408, C6 1.513, H8 1.100, H10 1.091
6 C 0.116 0.435 0.116  N3 1.506, C4 1.523, C5 1.513, H16 1.087
7 H -0.514 3.530 0.614  O2 0.963
8 H -1.064 1.774 -1.070  C5 1.100
9 H -1.197 0.645 1.730  N3 1.026
10 H 0.660 2.188 -0.955  C5 1.091
11 H -0.473 -0.684 -1.629  C4 1.090
12 H 1.235 -0.259 -1.574  C4 1.082
13 H 1.706 -2.598 -1.032  S1 1.334
14 H -1.923 0.084 0.358  N3 1.028
15 H -1.019 -0.968 1.260  N3 1.031
16 H 0.945 0.453 0.820  C6 1.087

natural (NBO) atomic charge list, values in e, 6 entries: S -0.06; O -0.75; N -0.68; C -0.54; C -0.08; C -0.07